A | Entry from the Open Molecules 2025 dataset: a 2-piece molecular cluster, C9H14 overall (ωB97M-V/def2-TZVPD).

Each atom is followed by the atoms it is bonded to, with distances in Å.
Geometry (Å):
1 C -0.069 -2.467 0.234  C2 1.366, C5 1.385, H22 1.236
2 C -0.703 -2.460 -0.976  C1 1.366, C8 1.407, H13 1.005
3 C -0.666 2.677 -0.789  C4 1.549, H11 1.099, H18 1.065, H23 1.129
4 C -0.737 2.460 0.743  C3 1.549, H10 1.134, H19 1.077, H21 1.093
5 C 0.737 -1.421 0.650  C1 1.385, C7 1.480, C9 1.418
6 C 0.453 -0.439 -1.550  C8 1.441, C9 1.379, H17 1.158
7 C 1.072 -1.364 2.091  C5 1.480, H12 1.066, H15 1.035, H16 0.997
8 C -0.661 -1.319 -1.798  C2 1.407, C6 1.441, H20 1.032
9 C 0.996 -0.386 -0.284  C5 1.418, C6 1.379, H14 1.150
10 H -0.359 1.465 1.135  C4 1.134
11 H 0.371 2.742 -1.145  C3 1.099
12 H 1.240 -2.170 2.767  C7 1.066
13 H -1.197 -3.239 -1.373  C2 1.005
14 H 1.575 0.562 0.014  C9 1.150
15 H 2.063 -1.092 2.211  C7 1.035
16 H 0.462 -0.695 2.508  C7 0.997
17 H 0.797 0.320 -2.355  C6 1.158
18 H -1.338 2.010 -1.277  C3 1.065
19 H -1.771 2.690 0.938  C4 1.077
20 H -1.132 -1.407 -2.711  C8 1.032
21 H -0.145 3.293 1.129  C4 1.093
22 H -0.172 -3.532 0.852  C1 1.236
23 H -0.815 3.773 -1.015  C3 1.129

Kohn-Sham gap (hartree): 0.365
Structure (SMILES): Cc1ccccc1.CC

Here are the Mulliken charges for atoms 1 to 8, given in e: atom 1 (C): -0.251, atom 2 (C): -0.435, atom 3 (C): -0.937, atom 4 (C): -0.526, atom 5 (C): 0.795, atom 6 (C): -0.504, atom 7 (C): -1.632, atom 8 (C): -0.840


B | Entry from the Open Molecules 2025 dataset: a 2-piece molecular cluster, C9H14 overall (ωB97M-V/def2-TZVPD).

Each atom is followed by the atoms it is bonded to, with distances in Å.
Geometry (Å):
1 C -1.238 0.187 -1.860  C5 1.552, H15 1.014, H17 1.125, H19 1.131
2 C -1.284 0.974 1.549  C7 1.511, H16 1.151, H21 1.012, H23 1.074
3 C 2.134 -0.462 0.663  C4 1.420, C9 1.426, H12 1.135
4 C 1.085 -1.412 0.541  C3 1.420, C8 1.356, H10 1.075
5 C 0.041 -0.066 -1.019  C1 1.552, C6 1.384, C8 1.374
6 C 1.141 0.727 -1.297  C5 1.384, C9 1.440, H13 1.109
7 C -2.652 0.344 1.674  C2 1.511, H14 1.231, H18 1.072, H20 1.093
8 C -0.007 -1.190 -0.231  C4 1.356, C5 1.374, H11 1.137
9 C 2.272 0.395 -0.469  C3 1.426, C6 1.440, H22 1.132
10 H 1.124 -2.311 1.130  C4 1.075
11 H -0.929 -1.855 -0.228  C8 1.137
12 H 2.856 -0.606 1.527  C3 1.135
13 H 1.305 1.502 -2.072  C6 1.109
14 H -2.793 -0.625 2.419  C7 1.231
15 H -2.193 0.113 -1.526  C1 1.014
16 H -1.153 2.015 2.021  C2 1.151
17 H -1.251 -0.423 -2.805  C1 1.125
18 H -2.873 -0.194 0.774  C7 1.072
19 H -1.121 1.184 -2.381  C1 1.131
20 H -3.375 1.127 1.917  C7 1.093
21 H -0.431 0.644 1.984  C2 1.012
22 H 2.993 1.261 -0.578  C9 1.132
23 H -1.108 1.192 0.512  C2 1.074

Kohn-Sham gap (hartree): 0.362
Structure (SMILES): Cc1ccccc1.CC

Here are the Mulliken charges for atoms 1 to 8, given in e: atom 1 (C): -1.560, atom 2 (C): -0.676, atom 3 (C): -0.686, atom 4 (C): -0.330, atom 5 (C): 0.821, atom 6 (C): -0.353, atom 7 (C): -0.815, atom 8 (C): -0.156


C | Entry from the Open Molecules 2025 dataset: a 2-piece molecular cluster, C9H14 overall (ωB97M-V/def2-TZVPD).

Each atom is followed by the atoms it is bonded to, with distances in Å.
Geometry (Å):
1 C 2.346 -1.073 -2.640  C5 1.553, H13 1.048, H17 1.136, H18 1.040
2 C 0.442 1.156 0.813  C3 1.387, C7 1.415, H19 1.086
3 C -0.929 1.358 0.773  C2 1.387, C4 1.425, C8 1.487
4 C -1.917 0.334 0.838  C3 1.425, C6 1.356, H22 1.010
5 C 1.255 -1.961 -1.981  C1 1.553, H10 1.111, H14 1.092, H21 1.087
6 C -1.422 -0.923 0.950  C4 1.356, C9 1.423, H20 1.053
7 C 0.920 -0.175 0.778  C2 1.415, C9 1.408, H12 1.091
8 C -1.381 2.775 0.764  C3 1.487, H11 1.126, H15 1.083, H16 1.092
9 C -0.028 -1.207 0.925  C6 1.423, C7 1.408, H23 1.067
10 H 1.686 -2.440 -1.075  C5 1.111
11 H -2.438 2.923 1.122  C8 1.126
12 H 1.992 -0.325 0.638  C7 1.091
13 H 2.983 -1.599 -3.286  C1 1.048
14 H 0.815 -2.721 -2.630  C5 1.092
15 H -0.601 3.342 1.258  C8 1.083
16 H -1.699 2.989 -0.259  C8 1.092
17 H 1.759 -0.319 -3.255  C1 1.136
18 H 2.826 -0.584 -1.859  C1 1.040
19 H 1.210 1.922 0.857  C2 1.086
20 H -2.050 -1.765 1.020  C6 1.053
21 H 0.451 -1.331 -1.609  C5 1.087
22 H -2.922 0.434 0.795  C4 1.010
23 H 0.276 -2.229 0.963  C9 1.067

Kohn-Sham gap (hartree): 0.358
Structure (SMILES): Cc1ccccc1.CC

Here are the Mulliken charges for atoms 1 to 8, given in e: atom 1 (C): -0.881, atom 2 (C): -0.635, atom 3 (C): 1.278, atom 4 (C): -0.902, atom 5 (C): -0.618, atom 6 (C): -0.268, atom 7 (C): -0.297, atom 8 (C): -1.441


D | Entry from the Open Molecules 2025 dataset: a 2-piece molecular cluster, C9H14 overall (ωB97M-V/def2-TZVPD).

Each atom is followed by the atoms it is bonded to, with distances in Å.
Geometry (Å):
1 C -1.065 -1.472 0.220  C3 1.383, C5 1.516, C8 1.401
2 C -3.258 0.180 -0.134  C6 1.376, C9 1.387, H16 1.085
3 C -2.331 -2.025 0.157  C1 1.383, C6 1.402, H10 1.079
4 C 3.761 1.966 -0.122  C7 1.528, H11 1.086, H17 1.095, H20 1.092
5 C 0.141 -2.331 0.545  C1 1.516, H14 1.091, H21 1.088, H22 1.090
6 C -3.438 -1.174 0.030  C2 1.376, C3 1.402, H23 1.078
7 C 2.299 1.938 -0.563  C4 1.528, H12 1.096, H18 1.100, H19 1.086
8 C -0.880 -0.106 -0.030  C1 1.401, C9 1.393, H13 1.080
9 C -1.987 0.736 -0.104  C2 1.387, C8 1.393, H15 1.087
10 H -2.520 -3.062 0.388  C3 1.079
11 H 4.391 2.144 -0.989  C4 1.086
12 H 1.931 2.933 -0.838  C7 1.096
13 H 0.139 0.217 -0.186  C8 1.080
14 H 0.686 -1.923 1.397  C5 1.091
15 H -1.747 1.796 -0.123  C9 1.087
16 H -4.095 0.868 -0.192  C2 1.085
17 H 3.899 2.722 0.659  C4 1.095
18 H 1.685 1.637 0.300  C7 1.100
19 H 2.117 1.204 -1.342  C7 1.086
20 H 3.999 1.019 0.366  C4 1.092
21 H 0.848 -2.313 -0.282  C5 1.088
22 H -0.145 -3.363 0.749  C5 1.090
23 H -4.431 -1.591 0.095  C6 1.078

Kohn-Sham gap (hartree): 0.366
Structure (SMILES): Cc1ccccc1.CC

Here are the Mulliken charges for atoms 1 to 8, given in e: atom 1 (C): 0.655, atom 2 (C): -0.514, atom 3 (C): -0.558, atom 4 (C): -0.939, atom 5 (C): -1.344, atom 6 (C): -0.350, atom 7 (C): -0.701, atom 8 (C): -0.136


Of them, D has the highest stability.


A | Entry from the Open Molecules 2025 dataset: a 2-piece molecular cluster, C9H14 overall (ωB97M-V/def2-TZVPD).

Each atom is followed by the atoms it is bonded to, with distances in Å.
Geometry (Å):
1 C -1.878 2.190 1.052  C5 1.542, H14 1.082, H20 1.099, H22 1.082
2 C 1.487 -0.301 -0.511  C3 1.387, C6 1.494, C8 1.400
3 C 1.188 -1.348 0.348  C2 1.387, C7 1.392, H23 1.087
4 C -0.400 -2.278 -1.196  C7 1.376, C9 1.387, H18 1.085
5 C -1.595 0.737 1.483  C1 1.542, H12 1.104, H13 1.090, H21 1.089
6 C 2.391 0.837 -0.165  C2 1.494, H10 1.089, H16 1.095, H19 1.094
7 C 0.280 -2.344 -0.001  C3 1.392, C4 1.376, H17 1.085
8 C 0.777 -0.260 -1.717  C2 1.400, C9 1.398, H11 1.085
9 C -0.217 -1.190 -2.035  C4 1.387, C8 1.398, H15 1.084
10 H 2.276 1.187 0.860  C6 1.089
11 H 0.931 0.570 -2.399  C8 1.085
12 H -0.509 0.629 1.646  C5 1.104
13 H -2.191 0.473 2.357  C5 1.090
14 H -1.563 2.427 0.045  C1 1.082
15 H -0.950 -1.041 -2.819  C9 1.084
16 H 2.072 1.709 -0.746  C6 1.095
17 H 0.041 -3.089 0.751  C7 1.085
18 H -1.071 -3.069 -1.514  C4 1.085
19 H 3.443 0.603 -0.348  C6 1.094
20 H -2.972 2.215 0.955  C1 1.099
21 H -1.732 -0.136 0.846  C5 1.089
22 H -1.532 2.874 1.816  C1 1.082
23 H 1.725 -1.396 1.292  C3 1.087

Kohn-Sham gap (hartree): 0.372
Structure (SMILES): Cc1ccccc1.CC

Here are the Mulliken charges for atoms 1 to 8, given in e: atom 1 (C): -0.868, atom 2 (C): 0.647, atom 3 (C): -0.300, atom 4 (C): -0.346, atom 5 (C): -0.690, atom 6 (C): -1.426, atom 7 (C): -0.506, atom 8 (C): -0.295


B | Entry from the Open Molecules 2025 dataset: a 2-piece molecular cluster, C9H14 overall (ωB97M-V/def2-TZVPD).

Each atom is followed by the atoms it is bonded to, with distances in Å.
Geometry (Å):
1 C 2.323 0.324 0.691  C2 1.351, C4 1.387, H21 1.063
2 C 1.355 0.760 -0.145  C1 1.351, C8 1.420, H12 1.080
3 C 0.165 1.938 1.598  C6 1.400, C8 1.407, H18 1.084
4 C 2.247 0.689 2.027  C1 1.387, C6 1.460, H22 1.104
5 C -1.980 -2.156 -1.208  C9 1.533, H11 1.076, H13 1.096, H23 1.077
6 C 1.187 1.583 2.486  C3 1.400, C4 1.460, H19 1.051
7 C -1.017 1.414 -0.559  C8 1.477, H14 1.150, H17 1.102, H20 1.024
8 C 0.204 1.484 0.267  C2 1.420, C3 1.407, C7 1.477
9 C -0.503 -2.133 -1.615  C5 1.533, H10 1.081, H15 1.018, H16 1.113
10 H -0.083 -3.081 -1.311  C9 1.081
11 H -2.460 -3.080 -0.939  C5 1.076
12 H 1.365 0.381 -1.157  C2 1.080
13 H -1.997 -1.512 -0.321  C5 1.096
14 H -0.883 1.463 -1.701  C7 1.150
15 H -0.414 -2.013 -2.622  C9 1.018
16 H 0.029 -1.274 -1.148  C9 1.113
17 H -1.605 0.483 -0.494  C7 1.102
18 H -0.733 2.438 1.944  C3 1.084
19 H 1.044 2.028 3.427  C6 1.051
20 H -1.627 2.180 -0.260  C7 1.024
21 H 3.007 -0.388 0.295  C1 1.063
22 H 2.895 0.268 2.814  C4 1.104
23 H -2.517 -1.796 -2.070  C5 1.077

Kohn-Sham gap (hartree): 0.360
Structure (SMILES): Cc1ccccc1.CC

Here are the Mulliken charges for atoms 1 to 8, given in e: atom 1 (C): -0.485, atom 2 (C): -0.312, atom 3 (C): -0.451, atom 4 (C): -0.379, atom 5 (C): -0.915, atom 6 (C): -0.519, atom 7 (C): -1.465, atom 8 (C): 0.742


Of them, A has the highest stability.